119
Properties=species:S:1:pos:R:3:lowdin_charge:R:1 method="wB97M-V/def2-TZVPD" multiplicity=2 gap_ev="6.94 / 6.38" max_force_ev_per_a=1.14 e_tot_ha=-4570.5503
V -1.04968 0.81390 -1.05885 0.03
C -3.54587 -1.68101 -2.79271 -0.20
Si -1.93521 -1.24140 -1.85207 0.56
C -0.53951 -2.19270 -2.75107 -0.28
C -0.67201 -3.48758 -3.26030 -0.10
C 0.37118 -4.11420 -3.92198 -0.08
C 1.57156 -3.44038 -4.11406 -0.08
C 1.71658 -2.14698 -3.64446 -0.10
C 0.67524 -1.52657 -2.95022 -0.36
P 0.86822 0.21376 -2.37156 0.99
C 2.49815 0.16661 -1.51376 -0.41
C 3.12428 1.38233 -1.23992 -0.12
C 4.28970 1.43094 -0.49110 -0.09
C 4.83595 0.26144 0.01884 -0.10
C 4.21515 -0.95243 -0.23849 -0.09
C 3.05694 -1.00219 -1.00024 -0.12
C 1.35123 0.96988 -3.97173 -0.33
C 0.31466 1.25701 -4.85678 -0.09
C 0.58503 1.80165 -6.10143 -0.08
C 1.89266 2.07705 -6.47140 -0.08
C 2.93040 1.77310 -5.60360 -0.08
C 2.66585 1.21390 -4.36219 -0.09
C -2.21830 -2.16368 -0.17598 -0.31
C -2.06984 -3.53256 0.05552 -0.10
C -2.52356 -4.11796 1.23095 -0.10
C -3.20923 -3.35169 2.16679 -0.09
C -3.34534 -1.98591 1.96860 -0.11
C -2.78357 -1.38025 0.84231 -0.39
P -2.71252 0.44584 0.62249 1.00
C -2.07533 1.13225 2.22521 -0.37
C -1.71211 2.48045 2.19319 -0.12
C -1.25441 3.13293 3.32836 -0.08
C -1.14364 2.44298 4.52695 -0.10
C -1.48235 1.09909 4.56919 -0.09
C -1.94004 0.44881 3.43126 -0.09
C -4.49556 0.83786 0.90648 -0.31
C -4.93320 1.87999 1.71993 -0.08
C -6.28698 2.04841 1.97725 -0.08
C -7.21957 1.19186 1.41526 -0.09
C -6.79785 0.18876 0.55354 -0.08
C -5.44839 0.02106 0.29274 -0.09
H -3.81091 -2.73187 -2.65428 0.02
H -3.42725 -1.49620 -3.86257 0.02
H -4.38102 -1.07213 -2.44077 0.00
H -1.61929 -4.00605 -3.14940 0.10
H 0.24714 -5.12053 -4.30412 0.10
H 2.38599 -3.92054 -4.64255 0.10
H 2.64354 -1.61356 -3.82080 0.11
H 2.69014 2.29927 -1.62541 0.09
H 4.77848 2.38090 -0.30974 0.11
H 5.74366 0.29505 0.60941 0.10
H 4.64244 -1.86951 0.15155 0.10
H 2.57229 -1.95203 -1.18139 0.10
H -0.70398 1.04377 -4.55371 0.11
H -0.22795 2.02650 -6.78035 0.11
H 2.10534 2.53348 -7.42950 0.10
H 3.95381 1.97088 -5.89718 0.10
H 3.48694 0.96921 -3.70191 0.10
H -1.60651 -4.15396 -0.70445 0.09
H -2.39245 -5.18179 1.39531 0.10
H -3.63944 -3.81839 3.04475 0.10
H -3.90347 -1.39248 2.68349 0.11
H -1.78581 3.02947 1.26058 0.09
H -0.99365 4.18319 3.27803 0.11
H -0.79500 2.94671 5.42061 0.10
H -1.40523 0.54802 5.50006 0.10
H -2.16234 -0.60572 3.48767 0.08
H -4.21952 2.55414 2.17288 0.09
H -6.61202 2.84788 2.63134 0.10
H -8.27082 1.30383 1.64789 0.10
H -7.52302 -0.47141 0.09449 0.10
H -5.11624 -0.76272 -0.37682 0.09
C -2.00881 2.56465 -1.77041 -0.23
C -1.11763 3.45083 -2.52176 -0.32
C -1.46421 4.00625 -3.76327 -0.05
C -0.60543 4.83717 -4.44925 -0.04
C 0.65926 5.12820 -3.93104 -0.25
C 1.02193 4.59896 -2.69005 -0.04
C 0.14391 3.79226 -1.99918 -0.07
C 1.57030 5.94519 -4.66089 -0.20
N 2.31304 6.59904 -5.24975 0.14
H -2.98266 2.43494 -2.24566 0.06
H -2.17761 3.00054 -0.77411 0.03
H -2.44001 3.78387 -4.17969 0.11
H -0.89980 5.27623 -5.39426 0.12
H 1.99703 4.83930 -2.28392 0.12
H 0.42666 3.41137 -1.01959 0.11
C 3.28772 2.47988 3.27201 -0.10
C 3.70909 1.69850 4.52403 -0.24
C 3.66474 0.17209 4.39026 -0.19
C 2.26046 -0.43361 4.33631 -0.17
N 1.66152 -0.22128 3.02744 0.05
C 0.83780 -0.93329 2.25586 -0.70
S 0.42863 -0.27206 0.75627 0.80
N 0.33953 -2.13656 2.55999 0.04
C 0.72902 -3.04782 3.62045 -0.17
C 2.11302 -3.68625 3.41268 -0.20
C 2.06256 -5.02195 2.67007 -0.26
C 1.69886 -4.87581 1.19329 -0.09
H 3.72747 3.47740 3.28132 0.08
H 2.20437 2.60825 3.21597 0.06
H 3.63414 1.98300 2.36224 0.06
H 3.08312 2.00009 5.36892 0.11
H 4.73451 1.97425 4.77806 0.10
H 4.17508 -0.26024 5.25410 0.11
H 4.21453 -0.13709 3.49619 0.11
H 1.63807 0.02927 5.11076 0.12
H 2.32231 -1.49966 4.54160 0.08
H 1.85740 0.67690 2.61328 0.08
H -0.23599 -2.50812 1.81581 0.09
H -0.03046 -3.82977 3.64508 0.12
H 0.68826 -2.52704 4.57875 0.11
H 2.58123 -3.83886 4.38910 0.11
H 2.74528 -2.99030 2.85192 0.11
H 1.34365 -5.68014 3.16686 0.11
H 3.03962 -5.50413 2.75218 0.11
H 0.70465 -4.44202 1.06403 0.05
H 1.70136 -5.84749 0.69904 0.08
H 2.41991 -4.23274 0.68486 0.07


70
Properties=species:S:1:pos:R:3:lowdin_charge:R:1 method="wB97M-V/def2-TZVPD" multiplicity=3 gap_ev="5.97 / 6.11" max_force_ev_per_a=2.60 charge=+1 e_tot_ha=-2520.8452
Mo 12.57075 11.84575 11.26601 1.47
N 14.91819 10.00766 9.46362 0.16
C 15.34281 10.63824 10.59068 -0.34
C 16.73310 10.79776 10.87184 0.00
C 17.16462 11.42530 12.03050 -0.02
C 16.21926 11.78362 13.03185 -0.03
C 14.87920 11.67485 12.72498 -0.11
N 14.48145 11.21685 11.46990 -0.14
H 15.64247 9.79242 8.75370 0.14
H 13.95590 9.81575 9.23192 0.07
H 17.46617 10.33494 10.23825 0.11
H 18.24871 11.58274 12.22618 0.14
H 16.50191 12.08437 14.06308 0.14
H 14.08702 11.85600 13.49250 0.09
Cl 11.14386 10.82026 13.79967 0.56
C 11.29373 11.33451 15.55935 -0.39
C 11.98548 12.72143 15.72502 -0.73
O 13.00418 12.99074 14.99066 -0.15
O 11.39282 13.47660 16.52954 -0.02
H 11.94728 10.55743 15.97417 0.07
H 10.27282 11.26540 15.98509 0.08
N 11.41087 10.73946 10.60262 -0.43
P 10.49109 9.65315 9.75662 0.91
C 9.67851 8.62834 10.92003 -0.30
C 9.08972 9.25732 12.03511 -0.12
C 8.61115 8.43412 13.05129 -0.08
C 8.58725 7.06883 12.97349 -0.06
C 9.09299 6.47384 11.84633 -0.06
C 9.58074 7.23576 10.78241 -0.07
C 9.28710 10.66228 8.98275 -0.34
C 8.98372 11.91521 9.47294 -0.07
C 7.89544 12.61087 8.92192 -0.05
C 7.17332 12.09783 7.86467 -0.04
C 7.55142 10.85802 7.34227 -0.04
C 8.52563 10.08548 7.96543 -0.08
C 11.40980 8.81099 8.47561 -0.31
C 11.33977 9.29017 7.15594 -0.05
C 11.93333 8.49682 6.13290 -0.06
C 12.64753 7.37390 6.41549 -0.06
C 12.78506 6.97367 7.75329 -0.05
C 12.12088 7.64231 8.78113 -0.09
H 9.05376 10.38316 12.03810 0.10
H 8.28092 8.91841 13.97641 0.12
H 8.15683 6.50368 13.78626 0.12
H 9.07816 5.39379 11.71454 0.12
H 9.80933 6.70691 9.83442 0.12
H 9.53702 12.43249 10.26907 0.09
H 7.75056 13.60097 9.28860 0.11
H 6.34131 12.64354 7.45708 0.11
H 7.06846 10.45605 6.48002 0.11
H 8.76093 9.07193 7.66680 0.11
H 10.82946 10.22877 6.89398 0.12
H 11.81798 8.86189 5.11057 0.12
H 13.07962 6.77400 5.59874 0.13
H 13.39419 6.15056 8.03756 0.10
H 12.11919 7.24829 9.76505 0.10
F 15.10213 18.18316 12.68773 0.07
C 14.56080 16.97815 12.41763 -0.25
C 14.07996 16.21921 13.49198 0.02
C 13.20377 15.16622 13.21878 -0.02
C 12.88292 14.74112 11.89024 -0.33
C 11.79002 13.74678 11.74565 -0.28
C 13.65288 15.33811 10.87372 -0.06
C 14.39244 16.51657 11.09279 0.00
H 14.44181 16.46371 14.46006 0.12
H 12.65778 14.76301 14.09485 0.10
H 11.15733 14.09842 10.93704 0.05
H 11.23330 13.73974 12.69413 0.07
H 13.54400 15.01899 9.85346 0.09
H 14.85515 17.06331 10.30925 0.10


39
Properties=species:S:1:pos:R:3:lowdin_charge:R:1 method="wB97M-V/def2-TZVPD" gap_ev=2.31 max_force_ev_per_a=5.43 charge=-1 e_tot_ha=-2461.7024
In -3.93867 -23.75097 -12.62720 0.97
S -5.50670 -25.41414 -17.31284 0.16
O -4.71127 -24.99067 -18.43442 -0.32
O -5.99212 -24.34470 -16.49866 -0.27
O -6.65018 -26.25915 -17.73867 -0.32
O -4.62146 -26.07239 -16.33807 -0.25
S -4.33053 -28.92894 -11.35096 0.12
O -4.94512 -29.51688 -10.23333 -0.31
O -3.20549 -28.06951 -10.93632 -0.35
O -4.01998 -29.89368 -12.40940 -0.22
O -5.27617 -28.08146 -12.01522 -0.22
C 1.97654 -14.74049 -12.42483 -0.08
C 0.56632 -14.68441 -12.26452 -0.05
C -0.17749 -15.83745 -12.51056 0.02
C 0.53672 -17.06672 -12.70112 -0.15
C 1.89077 -17.07335 -12.93512 0.01
C 2.62033 -15.88188 -12.84612 -0.07
N -0.19114 -18.28890 -12.81549 -0.37
O -1.28216 -18.54289 -12.38926 0.07
O 0.34633 -19.30424 -13.18162 0.06
H 2.60153 -13.87884 -12.24221 0.10
H 0.12067 -13.70116 -12.23280 0.10
H -1.25357 -15.90289 -12.44604 0.11
H 2.53105 -17.92877 -13.09233 0.12
H 3.67748 -15.70368 -12.97676 0.11
C -14.67319 -22.17419 -11.57874 -0.09
C -14.50601 -23.50230 -11.90572 -0.07
C -13.24743 -24.06531 -12.16589 -0.01
C -12.13743 -23.25278 -12.18790 -0.11
C -12.32994 -21.84906 -11.89358 0.00
C -13.58351 -21.32590 -11.59993 -0.08
N -10.77032 -23.81203 -12.50635 -0.32
O -10.62755 -24.90583 -13.05048 0.10
O -9.84556 -23.00618 -12.31325 0.04
H -15.62156 -21.72078 -11.33093 0.10
H -15.31207 -24.21788 -11.83796 0.10
H -13.22305 -25.13143 -12.33675 0.12
H -11.57027 -21.16126 -12.23454 0.11
H -13.77686 -20.28267 -11.39817 0.11


51
Properties=species:S:1:pos:R:3:lowdin_charge:R:1 method="wB97M-V/def2-TZVPD" gap_ev=5.61 max_force_ev_per_a=0.38 charge=+1 e_tot_ha=-5103.1690
Pd 0.48687 -0.28947 0.02403 1.07
Cl -4.06173 5.22085 -0.39660 0.77
C -2.66006 4.26530 -0.21208 -0.65
C -2.74101 3.01953 0.26934 0.00
C -1.51717 2.27003 0.49060 -0.18
N -1.40123 1.21984 1.18892 0.19
C -2.46988 0.40305 1.55828 -0.40
O -3.21474 0.56785 2.47963 0.16
C -2.54469 -0.74690 0.58690 -0.17
C -3.69197 -1.51099 0.56338 0.03
C -3.81814 -2.49853 -0.40283 -0.01
C -2.79225 -2.66464 -1.31376 -0.01
C -1.65969 -1.87326 -1.20791 -0.10
N -1.52330 -0.92894 -0.27234 0.01
C -0.24353 2.75570 -0.13140 -0.13
C -0.19390 4.13692 -0.50711 -0.02
C -1.34574 4.84422 -0.55431 -0.63
Cl -1.29308 6.46155 -1.07331 0.80
N 0.65964 1.83186 -0.29250 0.08
C 1.97956 2.17353 -0.71070 -0.36
O 2.29264 3.15866 -1.31821 0.15
C 2.97521 1.15530 -0.26315 -0.18
C 4.32490 1.42929 -0.30777 0.04
C 5.20617 0.47946 0.18994 -0.01
C 4.69412 -0.69656 0.70654 0.00
C 3.32398 -0.91041 0.69485 -0.06
N 2.48164 0.00347 0.21492 -0.01
H -3.68202 2.60451 0.60342 0.13
H -4.45974 -1.31233 1.29776 0.13
H -4.70331 -3.11825 -0.44453 0.12
H -2.84383 -3.40937 -2.09482 0.12
H -0.82106 -2.01672 -1.87265 0.12
H 0.72479 4.58818 -0.83969 0.11
H 4.65402 2.37351 -0.71731 0.13
H 6.27213 0.66020 0.17969 0.13
H 5.34016 -1.45964 1.11600 0.12
H 2.89169 -1.82532 1.06541 0.12
Br 1.50770 -8.89966 1.24195 0.77
C 1.16729 -7.04415 1.18234 -0.69
C 0.45871 -6.44879 2.21583 -0.11
C 0.21231 -5.08774 2.16603 -0.01
C 0.66869 -4.32923 1.09251 -0.14
C 1.37892 -4.94202 0.06464 -0.02
C 1.63133 -6.30352 0.10569 -0.12
C 0.37543 -2.86474 1.08428 -0.59
O -0.22951 -2.30714 1.98405 0.05
O 0.83226 -2.22679 0.02762 -0.22
H 0.10725 -7.04463 3.04620 0.11
H -0.33588 -4.59531 2.95777 0.12
H 1.73472 -4.35161 -0.76838 0.11
H 2.18232 -6.78819 -0.68787 0.10


16
Properties=species:S:1:pos:R:3:lowdin_charge:R:1 method="wB97M-V/def2-TZVPD" gap_ev=9.87 max_force_ev_per_a=3.78 smiles="CC1(C)C(=O)N1ON=C=O" e_tot_ha=-529.1367
C -1.21756 0.10104 0.75901 0.02
C -0.32831 0.37542 -0.57652 -0.35
C -1.22049 0.22997 -1.83144 -0.01
C 0.93893 1.08539 -0.44989 -0.31
O 1.78915 1.92234 -0.29480 0.15
N 0.96199 -0.29037 -0.76935 0.02
O 1.49354 -1.39561 -0.17317 0.00
N 1.39211 -1.36074 1.22214 0.12
C 2.02998 -0.85844 2.08503 -0.30
O 2.41577 -0.53812 3.14657 0.17
H -0.42015 -0.05342 1.55109 0.07
H -1.79510 -0.81262 0.53260 0.09
H -1.73130 1.03702 0.98240 0.08
H -0.79510 0.78447 -2.66140 0.08
H -2.12883 0.65847 -1.49224 0.05
H -1.38462 -0.88478 -2.03005 0.12


56
Properties=species:S:1:pos:R:3:lowdin_charge:R:1 method="wB97M-V/def2-TZVPD" gap_ev=9.28 max_force_ev_per_a=0.49 smiles="COc1ccccc1CN1CCNC(=O)[C@H]1CC(=O)NCC1CCOCC1" e_tot_ha=-1244.7626
C -0.68489 -1.67249 2.65474 -0.07
O 0.51061 -1.62359 1.91691 -0.10
C 0.53785 -2.18274 0.66625 -0.23
C -0.56137 -2.76850 0.05070 -0.03
C -0.44951 -3.28142 -1.23031 -0.07
C 0.75627 -3.23199 -1.90243 -0.08
C 1.85694 -2.66888 -1.28133 -0.04
C 1.76717 -2.13813 -0.00538 -0.15
C 2.97156 -1.51148 0.64309 -0.13
N 3.30910 -0.22929 0.03526 -0.12
C 4.53234 0.30700 0.58448 -0.18
C 4.80813 1.66040 -0.05593 -0.15
N 3.74052 2.54925 0.33122 0.09
C 2.47976 2.11974 0.47547 -0.44
O 1.59312 2.85236 0.89063 0.05
C 2.18331 0.70549 0.00413 -0.19
C 1.67931 0.81046 -1.45733 -0.01
C 0.17996 1.00439 -1.66614 -0.49
O -0.38698 0.49155 -2.61209 0.05
N -0.43636 1.80004 -0.77493 0.09
C -1.81620 2.19912 -0.92974 -0.14
C -2.77519 1.39920 -0.03824 -0.31
C -4.16646 2.03686 -0.03024 -0.14
C -5.12839 1.17037 0.78450 -0.22
O -5.20647 -0.14492 0.28885 -0.13
C -3.95165 -0.78494 0.31055 -0.22
C -2.91183 -0.04300 -0.52865 -0.13
H -0.45945 -1.19701 3.60861 0.10
H -1.00867 -2.70286 2.83193 0.10
H -1.48611 -1.11922 2.15524 0.07
H -1.51180 -2.82611 0.55750 0.10
H -1.31740 -3.71875 -1.69967 0.11
H 0.83967 -3.62854 -2.90202 0.10
H 2.80887 -2.63065 -1.79026 0.12
H 3.83738 -2.16572 0.49852 0.13
H 2.79163 -1.40780 1.72476 0.13
H 5.34285 -0.39028 0.35609 0.13
H 4.48465 0.43416 1.68307 0.13
H 5.76080 2.06648 0.28667 0.12
H 4.83841 1.54667 -1.14589 0.12
H 3.93993 3.50387 0.59069 0.15
H 1.36973 0.32901 0.63586 0.15
H 1.95296 -0.10843 -1.97609 0.11
H 2.18239 1.63719 -1.96786 0.13
H 0.09724 2.23240 -0.02620 0.10
H -1.89650 3.26338 -0.68989 0.13
H -2.08586 2.04446 -1.97832 0.13
H -2.37858 1.39897 0.98528 0.15
H -4.13096 3.03999 0.39750 0.12
H -4.53465 2.10781 -1.05523 0.13
H -6.14543 1.56553 0.73752 0.12
H -4.80302 1.15204 1.83832 0.13
H -4.12554 -1.78922 -0.08178 0.12
H -3.60455 -0.86583 1.35585 0.11
H -1.95291 -0.55964 -0.48392 0.09
H -3.23571 -0.03673 -1.57030 0.13